# 1
Density functional theory data (wB97M-V/def2-TZVPD) for a molecular structure, C37H38NO6TeTi in a non-equilibrium geometry.

Geometry as XYZ:
```
84
C37H38NO6TeTi, DFT wB97M-V/def2-TZVPD
Ti -0.662 1.063 0.889
C 0.750 1.289 -3.799
C 0.781 -0.109 -3.178
C 1.068 -1.202 -4.208
O 1.758 -0.120 -2.149
C 1.176 -0.554 -0.937
C -0.315 -0.228 -1.176
O -0.452 -0.440 -2.559
C -1.408 -1.022 -0.390
O -1.579 -0.414 0.848
C -0.981 -2.474 -0.235
C -0.756 -2.998 1.030
C -0.358 -4.315 1.178
C -0.180 -5.114 0.062
C -0.415 -4.597 -1.204
C -0.821 -3.283 -1.355
C -2.745 -0.932 -1.135
C -3.083 0.164 -1.923
C -4.311 0.206 -2.564
C -5.228 -0.816 -2.397
C -4.918 -1.881 -1.570
C -3.683 -1.942 -0.949
C 1.834 0.156 0.310
O 1.054 1.201 0.757
C 3.251 0.649 -0.012
C 3.697 1.807 0.612
C 4.989 2.262 0.417
C 5.857 1.559 -0.398
C 5.416 0.411 -1.030
C 4.126 -0.047 -0.839
C 1.978 -0.905 1.416
C 1.324 -0.737 2.630
C 1.426 -1.688 3.632
C 2.200 -2.819 3.442
C 2.888 -2.974 2.250
C 2.780 -2.028 1.246
H 1.720 1.501 -4.236
H 0.552 2.028 -3.025
H -0.021 1.337 -4.564
H 2.020 -1.012 -4.692
H 0.269 -1.225 -4.943
H 1.109 -2.159 -3.696
H 1.308 -1.648 -0.843
H -0.458 0.865 -0.951
H -0.907 -2.361 1.892
H -0.192 -4.716 2.167
H 0.137 -6.140 0.176
H -0.285 -5.224 -2.075
H -1.014 -2.869 -2.334
H -2.385 0.977 -2.084
H -4.545 1.038 -3.213
H -6.183 -0.776 -2.899
H -5.633 -2.674 -1.416
H -3.440 -2.790 -0.323
H 3.010 2.363 1.240
H 5.326 3.164 0.907
H 6.868 1.910 -0.547
H 6.089 -0.133 -1.675
H 3.805 -0.924 -1.375
H 0.748 0.173 2.793
H 0.904 -1.544 4.567
H 2.272 -3.567 4.219
H 3.520 -3.837 2.100
H 3.347 -2.165 0.339
C -0.596 0.956 5.167
Te -1.812 1.502 3.402
C -1.023 3.525 3.557
H 0.474 1.108 5.040
H -0.781 -0.091 5.386
H -0.938 1.540 6.018
H -1.654 4.128 4.202
H -0.972 3.970 2.567
H -0.020 3.463 3.974
O -0.196 3.165 -1.158
C -1.257 3.398 -0.604
C -2.177 4.592 -0.841
C -3.325 4.357 0.138
C -2.950 3.048 0.818
O -3.575 2.506 1.730
N -1.778 2.585 0.343
H -2.496 4.606 -1.883
H -1.625 5.514 -0.646
H -4.302 4.273 -0.340
H -3.397 5.128 0.908
```

Summary:
* multiplicity: 2
* E_HOMO (alpha / beta): -7.3 / -8.7 eV
* calculated total energy: -83171.343 eV
* energy relative to the best compared isomer or geometry (same formula, charge and spin): 113.79 kJ/mol
* HOMO-LUMO gap (alpha / beta): 7.60 / 8.93 eV

Atom charges from the Löwdin analysis, given in e for atoms 1 to 2: atom 1 (Ti): 0.702, atom 2 (C): 0.038

# 2
Density functional theory data (wB97M-V/def2-TZVPD) for a molecular structure, C37H39B2F4N6O6PTi.

Geometry as XYZ:
```
96
C37H39B2F4N6O6PTi, DFT wB97M-V/def2-TZVPD
Ti 0.586 -0.433 -0.004
C -3.937 -0.782 0.451
C -2.467 -1.019 0.444
N -1.636 -0.167 -0.016
O -2.162 1.014 -0.466
B -2.127 1.130 -1.958
F -2.519 2.419 -2.248
F -2.951 0.147 -2.508
O -0.749 0.967 -2.525
N -0.143 -0.188 -2.149
C 0.294 -0.958 -3.065
C 0.085 -0.749 -4.525
C 1.009 -2.142 -2.519
N 1.155 -2.133 -1.249
O 1.735 -3.233 -0.699
B 0.711 -4.116 -0.024
F -0.294 -4.409 -0.962
F 1.369 -5.215 0.441
O 0.070 -3.439 1.148
N -0.579 -2.306 0.781
C -1.848 -2.296 0.906
C -2.673 -3.436 1.392
C 1.478 -3.276 -3.362
H -4.282 -0.688 -0.579
H -4.152 0.163 0.951
H -4.468 -1.589 0.947
H -0.596 0.081 -4.681
H -0.333 -1.652 -4.971
H 1.031 -0.536 -5.027
H -3.315 -3.122 2.217
H -3.313 -3.797 0.585
H -2.023 -4.242 1.715
H 1.346 -3.073 -4.421
H 0.926 -4.176 -3.085
H 2.528 -3.477 -3.149
N 1.794 0.696 -0.617
P 2.692 1.983 -0.439
C 1.669 3.450 -0.198
C 0.559 3.591 -1.031
C -0.264 4.698 -0.902
C 0.016 5.663 0.059
C 1.118 5.523 0.891
C 1.950 4.416 0.762
C 3.642 2.261 -1.944
C 4.133 3.525 -2.263
C 4.877 3.707 -3.417
C 5.131 2.628 -4.254
C 4.639 1.368 -3.941
C 3.892 1.183 -2.787
C 3.851 1.875 0.928
C 5.228 1.944 0.733
C 6.087 1.772 1.809
C 5.575 1.525 3.073
C 4.201 1.449 3.270
C 3.339 1.622 2.201
H 0.323 2.825 -1.761
H -1.130 4.791 -1.544
H -0.629 6.527 0.161
H 1.333 6.274 1.640
H 2.809 4.306 1.412
H 3.924 4.368 -1.614
H 5.254 4.689 -3.668
H 5.710 2.771 -5.157
H 4.836 0.531 -4.597
H 3.495 0.208 -2.528
H 5.632 2.123 -0.255
H 7.157 1.822 1.656
H 6.247 1.380 3.909
H 3.804 1.237 4.254
H 2.269 1.530 2.341
C -5.238 0.291 5.140
C -4.083 0.747 4.295
C -2.806 0.242 4.496
C -1.726 0.638 3.713
C -0.357 0.114 4.049
C -1.958 1.577 2.693
C -0.901 1.997 1.777
O 0.020 1.297 1.378
C -3.237 2.140 2.500
C -3.513 3.138 1.406
C -4.279 1.701 3.299
H -4.923 -0.444 5.880
H -6.014 -0.160 4.520
H -5.691 1.133 5.666
H -2.635 -0.468 5.297
H -0.357 -0.301 5.056
H 0.400 0.896 3.994
H -0.029 -0.664 3.363
H -0.949 3.031 1.408
H -3.302 2.710 0.425
H -2.906 4.039 1.516
H -4.560 3.436 1.431
H -5.272 2.107 3.139
O 3.125 -2.511 2.655
C 2.425 -1.777 2.065
N 1.703 -0.993 1.515
```

Summary:
* E_HOMO: -8.8 eV
* calculated total energy: -104864.507 eV
* energy relative to the best compared isomer or geometry (same formula, charge and spin): 36.79 kJ/mol
* HOMO-LUMO gap: 8.02 eV

Atom charges from the Löwdin analysis, given in e for atoms 1 to 2: atom 1 (Ti): 1.047, atom 2 (C): 0.042